C26H36N5P2PdS2 | the ωB97M-V functional and the def2-TZVPD basis

```
! RIJCOSX wB97M-V def2-TZVPD def2/J DEFGRID3
* xyz 3 1
Pd -0.606 -0.714 -0.947
S -2.353 0.623 0.277
S -5.260 0.840 -0.570
P 0.560 -1.435 0.978
P 0.979 1.017 -0.895
N -0.043 -2.184 -2.602
N -2.460 -1.229 -1.980
N 0.935 0.318 3.058
N 1.304 2.494 1.397
N -3.666 -0.722 -1.680
C 0.509 2.511 -1.958
C -4.996 2.472 0.140
C 2.751 0.783 -1.185
C 1.332 3.727 -1.531
C -1.932 -2.199 1.991
C 0.834 2.055 -3.400
C -2.399 -2.084 -2.947
C 1.788 2.881 5.491
C -0.961 -3.440 -4.418
C 1.255 1.520 3.598
C 0.319 -3.870 -4.775
C 1.172 -2.600 -2.941
C -1.103 -2.599 -3.337
C 0.809 0.203 1.765
C -3.673 0.188 -0.744
C 0.996 1.322 0.912
C 1.812 3.893 3.289
C -0.467 -2.638 2.007
C -0.330 -3.981 1.255
C 1.397 -3.446 -4.029
C -0.988 2.796 -1.856
C 1.421 1.668 4.990
C 1.986 3.999 4.636
C 1.450 2.648 2.737
C 0.077 -2.717 3.431
C 2.255 -2.070 1.014
H -3.307 -2.379 -3.470
H 2.930 -1.451 0.435
H -4.776 3.162 -0.674
H 2.961 0.643 -2.245
H 0.096 -1.751 3.920
H -1.225 3.623 -2.530
H -1.578 1.939 -2.166
H 1.933 2.999 6.557
H -1.277 3.087 -0.848
H 1.213 3.957 -0.480
H 0.966 4.582 -2.109
H 1.906 2.034 -3.598
H -2.077 -1.243 2.493
H 1.077 -3.156 3.472
H 3.144 -0.067 -0.640
H -0.540 -3.873 0.186
H -2.526 -2.949 2.518
H -5.935 2.761 0.606
H 1.263 0.813 5.636
H 0.387 2.761 -4.104
H -4.199 2.467 0.878
H 0.658 -4.426 1.377
H 1.954 4.742 2.630
H 0.462 -4.525 -5.626
H 2.567 -2.055 2.060
H -1.057 -4.690 1.659
H -0.596 -3.369 3.998
H 3.234 1.692 -0.826
H 0.415 1.068 -3.621
H 1.993 -2.251 -2.329
H 2.299 -3.088 0.626
H -1.834 -3.753 -4.980
H -2.318 -2.132 0.978
H 2.405 -3.756 -4.275
H 2.396 3.610 -1.751
H 2.282 4.946 5.067
*
```

## Properties
* LUMO energy: -11.944 eV
* HOMO energy: -16.5 eV
* energy above the lowest of the compared OMol25 structures with the same formula, charge and spin: 3.8 kJ/mol

From a Mulliken analysis of the wavefunction, the atomic charges in e read: -0.20 -0.20 0.07 1.21 1.31 0.66 1.09 -0.24 -0.19 -1.32 1.76 -0.79 -1.31 -1.62 -1.82 -1.63 -0.65 -0.59 -0.79 0.17 -0.46 -0.54 0.56 0.20 0.48 0.18 -0.60 1.65 -1.60 -0.83 -1.96 -0.60 -0.59 0.13 -1.61 -1.36 0.44 0.29 0.30 0.42 0.39 0.59 0.31 0.45 0.42 0.40 0.48 0.39 0.37 0.39 0.24 0.25 0.60 0.40 0.50 0.50 0.29 0.39 0.50 0.47 0.47 0.50 0.49 0.49 0.26 0.49 0.43 0.52 0.26 0.47 0.39 0.45